Density functional theory data (wB97M-V/def2-TZVPD) for a molecular structure, C29H24N4O7PdS3.

Last column: Löwdin charge in e.
Cartesian coordinates (Å):
Pd 0.8240 -0.0563 0.0646  0.893
O -1.7473 -1.4791 1.0964  -0.312
S -0.8481 -1.9763 2.1045  0.611
O -1.2637 -1.9932 3.4848  -0.305
N 0.5427 -1.1466 1.9231  -0.166
C 1.5018 -0.9921 2.8583  -0.240
C 1.5609 -1.7343 4.1037  -0.015
C 2.6112 -1.5567 4.9451  -0.091
C 3.6304 -0.6244 4.6356  -0.009
C 3.5983 0.1612 3.4659  -0.180
C 4.5626 1.1198 3.1539  -0.049
C 4.4099 1.8768 1.9637  -0.089
C 3.3466 1.6407 1.1518  -0.127
N 2.3962 0.6948 1.4266  -0.005
C 2.5076 -0.0255 2.5560  -0.193
C -0.4416 -3.6363 1.6455  -0.270
C -0.2119 -4.5886 2.6264  -0.064
C 0.1353 -5.8772 2.2505  -0.084
C 0.2499 -6.1967 0.9047  -0.089
C 0.0091 -5.2353 -0.0673  -0.072
C -0.3395 -3.9447 0.2962  -0.071
H 0.7590 -2.4142 4.3386  0.079
H 2.6711 -2.1206 5.8667  0.097
H 4.4559 -0.4863 5.3234  0.105
H 5.4064 1.2730 3.8131  0.094
H 5.1269 2.6380 1.6925  0.092
H 3.2039 2.1780 0.2261  0.091
H -0.3281 -4.3203 3.6671  0.103
H 0.3118 -6.6308 3.0066  0.099
H 0.5280 -7.2012 0.6124  0.097
H 0.1057 -5.4848 -1.1157  0.106
H -0.5225 -3.1813 -0.4502  0.095
C -6.0077 1.9880 -2.9159  -0.059
C -4.7014 2.1635 -2.1923  -0.279
C -4.1135 1.0855 -1.5296  -0.028
C -2.8959 1.2183 -0.8876  -0.032
C -2.2604 2.4539 -0.9052  -0.275
C -2.8236 3.5407 -1.5487  -0.053
C -4.0470 3.3885 -2.1873  -0.046
S -0.6580 2.5864 -0.1703  0.589
O -0.6791 1.7988 1.0415  -0.340
O -0.3175 3.9842 -0.1059  -0.301
N 0.2762 1.7388 -1.1952  -0.226
C 0.6697 2.3452 -2.3494  -0.154
C 2.4907 2.3787 -2.5549  -0.605
O 2.7136 3.2942 -3.3085  0.075
O 2.9899 1.4047 -2.0557  0.063
H -6.7181 1.4210 -2.3140  0.076
H -5.8610 1.4406 -3.8495  0.081
H -6.4567 2.9501 -3.1603  0.070
H -4.6184 0.1268 -1.5149  0.116
H -2.4460 0.3828 -0.3636  0.094
H -2.3086 4.4910 -1.5344  0.110
H -4.4994 4.2378 -2.6863  0.107
H 0.3558 3.3774 -2.4926  0.099
H 0.5441 1.7217 -3.2413  0.109
O 0.1739 -1.1311 -2.0266  -0.230
N 1.2565 -1.3288 -2.7435  -0.235
C 1.1644 -1.1474 -4.0809  -0.046
C 2.2381 -1.3233 -4.9128  -0.076
C 3.4628 -1.6896 -4.3525  -0.087
C 3.5494 -1.8545 -2.9923  -0.101
C 2.4410 -1.6729 -2.1543  -0.674
S 2.4893 -1.8677 -0.4565  0.702
H 0.1772 -0.8573 -4.4070  0.129
H 2.1168 -1.1613 -5.9738  0.098
H 4.3366 -1.8218 -4.9755  0.100
H 4.4832 -2.1081 -2.5133  0.101

**Spin multiplicity**: 6
**HOMO-LUMO gap (alpha / beta)**: 5.286 / 5.625 eV
**E**: -86738.2178 eV
**LUMO (alpha / beta)**: 2.59 / 0.62 eV
**Charge**: -1
**HOMO (alpha / beta)**: -2.697 / -5.002 eV
**Strongest force on any atom**: 0.0185 Eh/bohr


Density functional theory data (wB97M-V/def2-TZVPD) for a molecular structure, C29H24N4S4Sc.

Last column: Löwdin charge in e.
Cartesian coordinates (Å):
Sc 0.0606 0.0771 -0.0941  0.654
S -0.6900 -3.3116 -0.0867  0.618
C -0.2436 -3.6470 -1.7141  -0.721
C -0.7395 -4.7923 -2.3840  -0.116
C -0.4022 -5.0947 -3.6821  -0.076
C 0.4565 -4.2749 -4.4227  -0.094
C 0.9653 -3.1512 -3.8182  -0.131
C 0.6209 -2.8500 -2.4891  -0.545
S 1.3552 -1.3681 -1.8957  0.923
C 2.6393 -1.8346 -0.6859  -0.341
C 2.2064 -2.0673 0.7395  -0.348
C 2.9313 -2.9206 1.5554  0.009
C 2.5127 -3.1253 2.8564  -0.009
C 1.3460 -2.5147 3.2939  0.009
C 0.6572 -1.6923 2.4249  -0.381
C -0.7135 -1.1850 2.7658  -0.327
S -0.9901 0.5608 2.2703  0.952
C -2.7376 0.5902 2.0185  -0.542
C -3.5261 1.0186 3.0882  -0.101
C -4.9006 1.0418 2.9636  -0.075
C -5.4713 0.6364 1.7593  -0.063
C -4.6857 0.2250 0.7006  -0.102
C -3.2873 0.1966 0.7963  -0.636
S -2.3607 -0.3938 -0.5712  0.642
N 1.1202 -1.4342 1.1900  -0.090
H -1.4095 -5.4374 -1.8316  0.099
H -0.8146 -5.9861 -4.1388  0.108
H 0.7142 -4.5126 -5.4454  0.103
H 1.6299 -2.4903 -4.3605  0.097
H 3.3767 -1.0269 -0.7204  0.090
H 3.1221 -2.7296 -1.0765  0.106
H 3.8035 -3.4252 1.1624  0.130
H 3.0673 -3.7812 3.5142  0.123
H 0.9557 -2.6959 4.2858  0.128
H -0.9128 -1.2807 3.8301  0.099
H -1.4438 -1.7737 2.2021  0.080
H -3.0513 1.3335 4.0093  0.108
H -5.5190 1.3679 3.7882  0.109
H -6.5477 0.6437 1.6449  0.113
H -5.1443 -0.0883 -0.2283  0.107
N 1.9010 3.2104 -0.8379  0.132
C 0.6302 3.2077 -1.3912  -0.275
C 0.2750 4.3971 -2.0368  0.002
C -0.9030 4.4650 -2.7327  -0.028
C -1.7027 3.3305 -2.7822  -0.035
C -1.2972 2.2147 -2.0994  -0.134
N -0.1494 2.1233 -1.3668  0.051
C 2.5173 2.4872 0.1531  -0.276
C 3.8125 2.9283 0.4879  0.005
C 4.4702 2.3593 1.5389  -0.031
C 3.8180 1.3640 2.2692  -0.036
C 2.5825 0.9647 1.8489  -0.125
N 1.9184 1.4626 0.7651  0.068
H 2.4337 4.0179 -1.1118  0.137
H 0.9415 5.2479 -1.9831  0.123
H -1.1906 5.3798 -3.2340  0.124
H -2.6312 3.3050 -3.3330  0.120
H -1.9132 1.3325 -2.1052  0.018
H 4.2621 3.7285 -0.0852  0.124
H 5.4636 2.6934 1.8079  0.124
H 4.2601 0.9088 3.1430  0.118
H 2.0681 0.2103 2.4141  0.088

**Spin multiplicity**: 1
**HOMO-LUMO gap**: 5.651 eV
**E**: -100462.9963 eV
**LUMO**: -3.09 eV
**Charge**: +1
**HOMO**: -8.739 eV
**Strongest force on any atom**: 0.0166 Eh/bohr


Density functional theory data (wB97M-V/def2-TZVPD) for a molecular structure, C29H25Br2CdN2OP2.

Last column: Löwdin charge in e.
Cartesian coordinates (Å):
Cd 0.7554 -1.1898 1.4685  0.902
O -0.4806 -6.6429 4.5434  0.111
C -0.5020 -5.4946 3.8474  -0.292
C -1.0574 -5.3715 2.5773  0.019
C -1.0134 -4.1432 1.9621  -0.134
N -0.4699 -3.0591 2.5285  -0.108
C 0.0457 -3.2198 3.7312  -0.783
Br 0.8289 -1.6554 4.4527  0.737
C 0.0706 -4.3833 4.4544  -0.020
H -0.8864 -7.3578 4.0400  0.126
H -1.5098 -6.2191 2.0752  0.127
H -1.4308 -4.0099 0.9704  0.117
H 0.5130 -4.4513 5.4397  0.130
N -0.3018 1.3807 0.0368  -0.433
P 1.2912 1.3748 0.6422  0.878
C 1.4961 3.1157 1.0761  -0.366
C 2.7370 3.7249 0.8977  -0.081
C 2.9121 5.0540 1.2556  -0.063
C 1.8526 5.7765 1.7897  -0.066
C 0.6176 5.1676 1.9786  -0.070
C 0.4404 3.8349 1.6332  -0.100
C 2.4091 1.1364 -0.7557  -0.415
C 3.5433 0.3507 -0.5871  -0.144
C 4.4021 0.1235 -1.6583  -0.062
C 4.1168 0.6708 -2.8989  -0.062
C 2.9811 1.4601 -3.0736  -0.067
C 2.1341 1.6988 -2.0044  -0.092
P -1.0988 -0.1073 -0.1015  0.871
C -2.8397 0.3711 -0.1371  -0.370
C -3.2842 1.5040 0.5448  -0.091
C -4.6317 1.8427 0.5183  -0.067
C -5.5367 1.0426 -0.1661  -0.065
C -5.0996 -0.1000 -0.8249  -0.065
C -3.7556 -0.4378 -0.8113  -0.092
C -0.7847 -0.7478 -1.7620  -0.399
C -0.1110 -1.9540 -1.9301  -0.119
C 0.2243 -2.3985 -3.2062  -0.059
C -0.1168 -1.6361 -4.3111  -0.061
C -0.7979 -0.4306 -4.1522  -0.066
C -1.1332 0.0100 -2.8855  -0.098
H -0.5762 2.1332 -0.5860  0.076
H 3.5611 3.1703 0.4646  0.106
H 3.8760 5.5266 1.1107  0.112
H 1.9897 6.8172 2.0603  0.112
H -0.2076 5.7286 2.4011  0.110
H -0.5192 3.3574 1.7983  0.087
H 3.7594 -0.0961 0.3732  0.057
H 5.2813 -0.4956 -1.5218  0.114
H 4.7775 0.4828 -3.7384  0.111
H 2.7632 1.8922 -4.0423  0.109
H 1.2596 2.3266 -2.1473  0.105
H -2.5821 2.1226 1.0931  0.086
H -4.9745 2.7313 1.0375  0.112
H -6.5876 1.3089 -0.1858  0.113
H -5.8064 -0.7260 -1.3556  0.112
H -3.4180 -1.3201 -1.3422  0.108
H 0.1809 -2.5497 -1.0763  0.029
H 0.7608 -3.3327 -3.3287  0.114
H 0.1481 -1.9775 -5.3044  0.112
H -1.0669 0.1609 -5.0201  0.112
H -1.6719 0.9465 -2.7685  0.113
Br 2.5236 -2.8374 0.8810  -0.219

**Spin multiplicity**: 1
**HOMO-LUMO gap**: 8.495 eV
**E**: -198731.0288 eV
**LUMO**: -2.82 eV
**Charge**: +1
**HOMO**: -11.314 eV
**Strongest force on any atom**: 0.0083 Eh/bohr


Density functional theory data (wB97M-V/def2-TZVPD) for a molecular structure, C29H25BrCl4N3ORhS.

Last column: Löwdin charge in e.
Cartesian coordinates (Å):
Rh 0.0995 -0.1539 -0.2797  0.671
C 3.6117 4.4034 -1.4705  -0.021
C 2.9521 3.1709 -0.9502  -0.214
C 3.6057 2.3296 -0.0481  0.026
C 2.9922 1.2028 0.4901  -0.010
C 1.6978 1.0040 0.0630  -0.279
Br 0.9961 -2.1628 0.5012  0.217
N 1.0913 1.7595 -0.8092  -0.002
C 1.6531 2.8323 -1.3382  -0.048
H 4.6841 4.3753 -1.3048  0.092
H 3.2228 5.2769 -0.9478  0.103
H 3.4293 4.5432 -2.5328  0.095
H 4.6231 2.5496 0.2349  0.137
H 3.4984 0.5431 1.1742  0.122
H 1.0894 3.4103 -2.0531  0.133
Cl -5.3855 3.1490 -2.8807  0.849
C -4.1691 2.0113 -2.5145  -0.596
C -4.4691 0.8846 -1.7362  -0.045
C -3.4927 -0.0364 -1.4591  0.014
C -2.1824 0.0981 -1.9883  -0.278
C -1.2296 -0.9572 -1.8646  -0.022
C -1.9024 1.2580 -2.7611  0.007
C -2.8700 2.1966 -3.0108  -0.050
H -5.4787 0.7345 -1.3838  0.129
H -3.7294 -0.9087 -0.8701  0.131
H -0.4860 -1.0215 -2.6676  0.105
H -1.6353 -1.9156 -1.5434  0.095
H -0.9128 1.3787 -3.1793  0.126
H -2.6560 3.0614 -3.6188  0.125
Cl -3.3248 4.3538 10.5792  0.736
C -2.7663 3.6957 9.1042  -0.667
C -2.9690 2.3414 8.8260  -0.080
C -2.5399 1.8288 7.6191  -0.033
C -1.8959 2.6232 6.6720  -0.196
C -1.4633 2.0074 5.3580  -0.300
C -2.3929 2.4345 4.1953  -0.044
N -2.1896 1.5355 3.0908  -0.043
C -2.7453 0.2958 2.9692  -0.011
C -2.1834 -0.2815 1.8716  -0.123
N -1.2895 0.5957 1.3294  -0.012
C -1.3042 1.6739 2.0919  -0.093
O -0.1534 2.3630 4.9648  -0.149
C 0.8617 1.4607 5.3596  -0.155
C 0.9555 1.3027 6.8490  -0.326
C 0.4454 0.2237 7.5526  -0.975
Cl -0.3082 -1.1504 6.8978  0.690
S 0.6767 0.3746 9.2673  1.029
C 1.4536 1.8814 9.0359  -0.383
C 1.5284 2.2489 7.7194  -0.130
C -1.7001 3.9801 6.9710  -0.584
Cl -0.9375 5.0189 5.8388  0.778
C -2.1291 4.5132 8.1770  -0.110
H -3.4595 1.7083 9.5485  0.114
H -2.7102 0.7853 7.4013  0.111
H -1.5376 0.9138 5.4579  0.120
H -2.1240 3.4470 3.8925  0.119
H -3.4347 2.3979 4.5173  0.153
H -3.4779 -0.0866 3.6500  0.143
H -2.3518 -1.2572 1.4572  0.106
H -0.7046 2.5531 1.9499  0.152
H 1.7854 1.8978 4.9736  0.135
H 0.7009 0.4791 4.8910  0.111
H 1.8251 2.4178 9.8889  0.073
H 1.9923 3.1582 7.3784  0.121
H -1.9869 5.5606 8.3938  0.111

**Spin multiplicity**: 1
**HOMO-LUMO gap (alpha / beta)**: 2.954 / 2.939 eV
**E**: -170954.5025 eV
**LUMO (alpha / beta)**: -9.37 / -9.39 eV
**Charge**: +2
**HOMO (alpha / beta)**: -12.329 / -12.329 eV
**ΔE to the lowest compared entry with this formula, charge and spin**: 3.457 eV
**Strongest force on any atom**: 0.0733 Eh/bohr


> What is the spin multiplicity in the first record?

6